16
Properties=species:S:1:pos:R:3 method="wB97M-V/def2-TZVPD" orbital_gap_ev=8.7 total_charge=0 e_tot_ev=-10800.4732 e_above_lowest_ev=4.958 homo_ev=-8.5 max_force_ev_per_a=8.19
H 0.5443 3.5050 0.8508
N 1.3792 3.0690 0.3815
C 1.1458 1.7527 0.1109
C -0.1574 0.8176 0.6086
N 0.4567 -0.5186 0.4243
C -0.4459 -1.6432 0.2930
C -1.1321 -1.6052 -0.9689
C -2.0710 -1.3601 -1.7835
C 1.7485 -0.3111 -0.0792
N 2.1122 0.9910 -0.2617
H -0.8932 0.9350 -0.2214
H -0.6739 1.1191 1.4610
H -1.3332 -1.4804 1.1054
H -0.1722 -2.8261 0.6567
H -2.9586 -1.2223 -2.4112
H 2.4508 -1.2223 -0.1662